Record 1
C29H75NO32S9Sn | wB97M-V/def2-TZVPD

## Properties
* HOMO level: -6.8312 eV
* orbital gap: 6.2079 eV

```
! wB97M-V def2-TZVPD RIJCOSX def2/J DEFGRID3
* xyz 0 1
Sn 0.16 -0.49 -0.63
C 4.35 -2.40 -0.50
C 3.27 -3.47 -0.07
C 3.85 -4.09 1.21
O 1.98 -3.05 -0.09
H 4.37 -2.07 -1.54
H 5.38 -2.74 -0.41
H 4.38 -1.56 0.20
H 3.37 -4.24 -0.84
H 4.92 -4.29 1.14
H 3.47 -5.11 1.32
H 3.61 -3.53 2.11
N 0.20 1.39 -3.92
O 0.02 1.82 -5.06
O 0.49 0.23 -3.71
O 0.33 2.10 -2.96
C 1.87 -4.08 -3.50
C 1.11 -3.63 -4.68
O 1.88 -4.18 -5.79
S 3.52 -4.14 -5.50
O 3.96 -2.78 -5.69
O 4.16 -5.17 -6.26
O 3.10 -4.59 -3.95
H 1.27 -4.84 -3.01
H 2.10 -3.26 -2.81
H 0.98 -2.57 -4.87
H 0.09 -4.02 -4.72
O -1.75 -2.73 0.23
S -1.69 -3.86 1.20
O -0.97 -3.69 2.46
O -3.26 -4.20 1.53
C -4.19 -4.10 0.50
C -5.39 -4.93 0.94
C -1.25 -5.38 0.19
H -3.85 -4.42 -0.48
H -4.42 -3.06 0.25
H -6.18 -4.83 0.19
H -5.82 -4.44 1.81
H -5.09 -5.96 1.12
H -0.17 -5.30 0.18
H -1.66 -5.42 -0.82
H -1.42 -6.27 0.81
O -3.40 -1.85 -2.40
S -2.36 -2.55 -3.18
O -1.01 -2.21 -2.82
O -2.56 -4.21 -3.24
C -3.90 -4.75 -3.14
C -4.44 -5.18 -4.55
C -2.49 -2.13 -5.05
H -4.56 -3.95 -2.81
H -3.99 -5.60 -2.46
H -5.17 -5.98 -4.42
H -3.69 -5.65 -5.19
H -4.81 -4.31 -5.09
H -2.25 -2.94 -5.75
H -1.94 -1.21 -5.24
H -3.51 -1.78 -5.19
O -3.47 1.60 1.41
S -3.04 0.37 2.06
O -1.88 -0.38 1.60
O -2.79 0.77 3.67
C -3.53 1.81 4.26
C -3.14 1.95 5.77
C -4.46 -0.83 2.29
H -4.60 1.65 4.30
H -3.26 2.76 3.80
H -3.64 2.78 6.27
H -2.08 2.16 5.88
H -3.34 1.00 6.25
H -4.38 -1.64 3.02
H -4.65 -1.11 1.26
H -5.38 -0.31 2.57
O 4.62 5.04 1.90
S 4.82 3.95 2.83
O 6.17 3.43 3.06
O 4.12 4.32 4.20
C 2.81 4.82 4.24
C 2.19 4.57 5.62
C 3.81 2.49 2.38
H 2.10 4.36 3.55
H 3.00 5.86 4.00
H 2.31 3.60 6.10
H 1.12 4.74 5.55
H 2.62 5.26 6.35
H 2.79 2.70 2.03
H 3.81 1.97 3.33
H 4.35 1.85 1.68
O -3.32 3.16 -2.01
S -3.45 1.73 -2.20
O -2.43 0.87 -1.68
O -4.98 1.15 -1.81
C -5.82 1.89 -0.90
C -6.43 3.19 -1.53
C -3.65 1.53 -4.02
H -5.19 2.20 -0.05
H -6.47 1.09 -0.55
H -7.13 3.77 -0.92
H -6.97 2.90 -2.44
H -5.75 3.92 -1.95
H -4.19 2.39 -4.42
H -4.20 0.62 -4.24
H -2.66 1.47 -4.48
O 1.81 -0.15 1.92
S 2.55 -0.64 3.02
O 4.00 -0.66 3.03
O 2.04 0.26 4.34
C 0.67 0.54 4.53
C 0.33 0.09 5.94
C 1.82 -2.29 3.43
H 0.02 0.11 3.77
H 0.75 1.62 4.42
H 1.00 0.46 6.71
H 0.44 -0.99 6.03
H -0.69 0.43 6.16
H 1.04 -2.24 4.19
H 2.67 -2.81 3.87
H 1.56 -2.84 2.53
O -0.25 2.18 0.32
S -0.17 3.39 1.21
O -0.12 3.26 2.67
O 1.09 4.38 0.77
C 1.28 4.60 -0.60
C 2.59 5.40 -0.56
C -1.64 4.48 0.86
H 0.43 5.15 -1.02
H 1.37 3.65 -1.12
H 3.33 4.62 -0.36
H 2.74 6.07 0.29
H 2.75 5.84 -1.54
H -1.49 5.43 1.38
H -2.57 4.08 1.26
H -1.61 4.64 -0.22
O 5.27 0.23 -2.60
S 4.15 1.15 -2.29
O 2.91 0.64 -1.69
O 4.73 2.44 -1.42
C 6.11 2.71 -1.51
C 6.42 3.61 -0.35
C 3.75 2.06 -3.86
H 6.39 3.21 -2.44
H 6.64 1.76 -1.45
H 7.36 4.10 -0.59
H 6.43 3.05 0.59
H 5.67 4.41 -0.35
H 3.47 1.37 -4.66
H 4.65 2.66 -4.04
H 2.96 2.76 -3.61
*
```

Löwdin atomic charge list, values in e, 8 entries: 1.776 -0.068 -0.632 -0.071 -0.330 0.047 0.060 0.059

=====

Record 2
C4H13NO3 | wB97M-V/def2-TZVPD

## Properties
* HOMO level: -7.9197 eV
* orbital gap: 8.4678 eV
* relative energy (zero: lowest compared OMol25 entry of this formula, charge and spin): 3.351 eV

```
! wB97M-V def2-TZVPD RIJCOSX def2/J DEFGRID3
* xyz 0 1
C 1.26 0.10 -0.62
C 1.60 -0.32 -2.04
O 1.34 -1.04 0.26
O 2.29 1.02 -0.25
H 2.24 -1.40 0.22
H 1.98 1.52 0.51
H -0.55 -0.62 -0.50
H 2.63 -0.70 -2.10
H 1.53 0.53 -2.71
H 0.93 -1.11 -2.38
C -1.65 0.74 0.77
C -1.22 0.19 2.12
N -1.61 -0.64 -0.28
O -0.85 1.60 0.18
H 0.17 0.89 -0.27
H -2.72 1.01 0.75
H -1.90 -1.53 0.11
H -2.10 -0.44 -1.14
H -1.91 -0.58 2.48
H -0.22 -0.22 2.04
H -1.21 1.02 2.83
*
```

Löwdin atomic charge list, values in e, 8 entries: -0.553 -0.051 -0.082 -0.041 0.091 0.085 0.088 0.080

=====

Record 3
C2H3CoO3 | wB97M-V/def2-TZVPD

## Properties
* <S²>: 3.76
* HOMO level (alpha / beta): -14.1971 / -14.1199 eV
* orbital gap (alpha / beta): 7.5653 / 6.9064 eV
* relative energy (zero: lowest compared OMol25 entry of this formula, charge and spin): 0.000 eV

```
! wB97M-V def2-TZVPD RIJCOSX def2/J DEFGRID3
* xyz 1 4
O -1.25 2.89 -0.18
C -0.96 1.72 -0.20
O -1.72 0.71 -0.04
C 1.32 -1.26 0.17
O 0.16 -1.73 0.30
Co -1.54 -1.04 0.19
H 2.13 -1.75 0.73
H 1.61 -0.89 -0.82
H 0.23 1.35 -0.16
*
```

Löwdin atomic charge list, values in e, 8 entries: 0.112 -0.494 -0.159 0.093 -0.111 1.133 0.137 0.134